Computed, not measured: a structure of composition C44H37AsN2O2Ru, with wB97M-V/def2-TZVPD.

Each line ends with the Mulliken spin population.
Element x y z (Å)
Ru (-1.219, -0.003, -0.299)  2.638
C (-4.624, 0.434, -3.061)  -0.003
C (-5.688, 0.535, -2.172)  0.017
C (-5.445, 0.532, -0.810)  0.004
C (-4.138, 0.432, -0.354)  0.087
N (-3.111, 0.338, -1.229)  -0.028
C (-3.348, 0.332, -2.546)  0.045
C (-3.720, 0.413, 1.053)  0.039
C (-4.589, 0.578, 2.127)  -0.023
C (-4.092, 0.581, 3.421)  0.069
C (-2.732, 0.418, 3.656)  -0.038
C (-1.857, 0.223, 2.596)  0.005
C (-2.351, 0.217, 1.298)  -0.168
H (-4.778, 0.431, -4.129)  0.000
H (-6.701, 0.613, -2.541)  0.000
H (-6.264, 0.595, -0.109)  0.001
H (-2.479, 0.239, -3.187)  -0.001
H (-5.650, 0.711, 1.968)  0.000
H (-4.770, 0.715, 4.253)  0.002
H (-2.355, 0.434, 4.670)  -0.001
H (-0.798, 0.087, 2.781)  0.004
C (5.923, 7.635, -1.158)  -0.002
C (4.435, 7.507, -1.284)  -0.048
C (3.705, 8.496, -1.944)  0.225
C (2.318, 8.417, -2.106)  -0.041
C (1.633, 7.360, -1.575)  0.146
C (2.344, 6.358, -0.863)  0.103
N (1.697, 5.285, -0.346)  0.347
C (0.356, 5.126, -0.018)  -0.038
C (-0.444, 6.216, 0.330)  0.117
C (-1.769, 6.025, 0.678)  -0.043
C (-2.307, 4.749, 0.697)  0.097
C (-1.506, 3.657, 0.394)  -0.048
C (-0.173, 3.811, 0.048)  0.073
C (0.695, 2.609, -0.196)  0.018
O (1.910, 2.716, -0.278)  0.043
O (0.103, 1.459, -0.333)  0.132
C (3.770, 6.413, -0.739)  0.160
C (4.557, 5.374, -0.006)  -0.017
H (6.287, 8.505, -1.699)  -0.002
H (6.430, 6.755, -1.552)  -0.003
H (6.219, 7.740, -0.113)  -0.003
H (4.236, 9.340, -2.363)  0.005
H (1.797, 9.174, -2.673)  0.001
H (0.577, 7.238, -1.755)  -0.002
H (2.213, 4.397, -0.221)  -0.058
H (-0.010, 7.202, 0.383)  -0.002
H (-2.376, 6.875, 0.955)  0.000
H (-3.340, 4.598, 0.979)  0.003
H (-1.922, 2.663, 0.455)  0.002
H (3.960, 4.588, 0.446)  0.004
H (5.132, 5.842, 0.796)  0.010
H (5.278, 4.905, -0.679)  0.011
C (2.301, -4.603, 2.999)  0.003
C (2.212, -4.926, 1.654)  -0.001
C (1.295, -4.277, 0.839)  0.005
C (0.471, -3.299, 1.386)  0.009
C (0.565, -2.962, 2.735)  0.001
C (1.480, -3.622, 3.540)  -0.001
As (-0.823, -2.412, 0.286)  0.067
C (-0.439, -2.797, -1.561)  0.018
C (0.307, -1.834, -2.242)  0.001
C (0.545, -1.967, -3.605)  0.003
C (0.038, -3.064, -4.284)  0.006
C (-0.701, -4.027, -3.607)  0.003
C (-0.951, -3.894, -2.250)  -0.002
C (-2.557, -3.180, 0.622)  -0.045
C (-3.565, -3.001, -0.321)  0.062
C (-4.851, -3.437, -0.045)  -0.004
C (-5.134, -4.039, 1.174)  0.008
C (-4.128, -4.217, 2.112)  -0.001
C (-2.836, -3.788, 1.840)  0.015
H (3.012, -5.117, 3.630)  0.000
H (2.856, -5.686, 1.234)  0.000
H (1.231, -4.535, -0.212)  0.000
H (-0.067, -2.192, 3.162)  0.001
H (1.556, -3.368, 4.589)  0.000
H (0.781, -1.004, -1.706)  0.005
H (1.136, -1.226, -4.126)  0.000
H (0.224, -3.177, -5.343)  0.000
H (-1.082, -4.887, -4.141)  0.000
H (-1.541, -4.641, -1.732)  0.000
H (-3.352, -2.543, -1.283)  0.005
H (-5.630, -3.317, -0.786)  0.000
H (-6.137, -4.383, 1.386)  0.000
H (-4.343, -4.701, 3.054)  0.000
H (-2.056, -3.950, 2.573)  0.000

Computed properties:
Largest force on an atom in eV/A: 0.29
Charge: +2
2S+1: 5
Kohn-Sham gap (spin up / spin down) in eV: 7.959 / 6.224
Energy above the lowest of the compared OMol25 structures with the same formula, charge and spin in kJ/mol: 0.0